# 1
71
Properties=species:S:1:pos:R:3:forces:R:3 method="wB97M-V/def2-TZVPD" lumo_ev=-1.042 smiles="CCOP(=O)(OCC)OCC.CCOP(=O)(OCC)OCC.NCCCC[SiH3]" charge=0 e_homo_ev=-9.32
N -1.961948 2.214598 0.904860 -0.1107 -0.7145 0.0293
C -3.245186 1.475138 0.984850 -0.5378 0.1097 -0.7028
C -4.525579 2.439377 0.943595 1.0071 -1.1818 0.0189
C -5.572741 1.754266 -0.019519 0.3503 1.1076 -0.2209
C -7.042055 2.344360 0.068697 0.4848 0.0988 -0.7213
Si -8.287092 1.265948 1.041539 -0.1832 0.4849 -0.6456
H -1.875127 2.663604 -0.012494 -0.1707 -0.1867 0.3719
H -1.239974 1.484413 0.911194 -0.1239 0.5892 0.0648
H -3.240498 0.846392 1.912228 -0.0341 0.6354 -0.6858
H -3.326069 0.753234 0.113919 -0.0605 0.6075 0.8341
H -4.177585 3.444908 0.577285 -0.5661 -0.9112 0.2923
H -4.870678 2.544623 2.004401 -0.0633 0.0680 -0.9970
H -5.211024 1.952612 -1.074210 -0.2138 -0.3436 1.1064
H -5.498442 0.645819 0.124074 -0.4392 0.8978 -0.0171
H -7.428105 2.396071 -0.995009 0.2149 -0.0948 1.1759
H -7.017286 3.422335 0.410398 0.0093 -1.2053 -0.1779
H -7.764487 -0.081079 1.358300 0.1881 0.1109 0.1455
H -9.450537 1.033225 0.149077 0.0008 -0.0203 0.0376
H -8.850042 1.943287 2.229313 0.1955 -0.0714 0.1522
O 0.949076 -1.202382 1.807762 2.5581 1.7799 2.5969
P 1.360308 -2.103189 2.968913 -4.7548 -6.5011 -2.8386
O 1.932977 -3.400102 2.108284 0.3764 0.8638 0.4970
C 3.052221 -3.229229 1.251191 0.2597 -0.1230 -0.2379
C 4.345045 -3.117201 2.036634 0.0292 0.0889 0.1148
O -0.133296 -2.700330 3.347340 0.7843 0.7874 0.6745
C -1.321027 -2.045740 2.913450 -0.3060 -0.0045 -0.3660
C -1.807052 -2.624704 1.596746 -0.0016 -0.1562 -0.0804
O 1.884546 -2.834362 4.424606 0.7401 3.3817 -0.8521
C 2.852007 -2.159463 5.225706 0.4210 -0.0277 0.5370
C 2.634591 -0.661459 5.301259 -0.1193 -0.0132 -0.1462
H 2.915121 -2.357386 0.605396 -0.0591 0.0017 0.0245
H 3.096089 -4.109863 0.606957 -0.1683 0.0079 0.0876
H 4.379676 -2.171401 2.588112 0.0528 0.0281 -0.0288
H 5.209476 -3.148123 1.370798 -0.0355 0.0408 0.0185
H 4.430011 -3.927891 2.763394 -0.0244 -0.0115 -0.0945
H -1.170935 -0.966486 2.847350 0.0785 -0.0730 -0.1056
H -2.080902 -2.210261 3.681567 0.1709 -0.1021 0.0870
H -1.021243 -2.631757 0.840517 0.0381 0.1875 0.0683
H -2.655772 -2.053786 1.212874 0.0019 -0.0212 0.0328
H -2.118461 -3.662916 1.732996 -0.0406 0.0727 0.0374
H 3.855241 -2.385556 4.854317 0.0191 0.0220 -0.0155
H 2.782349 -2.582644 6.230607 -0.1168 -0.1176 -0.1248
H 2.789600 -0.190772 4.321499 0.0593 -0.0076 0.0190
H 3.335675 -0.207236 6.003160 -0.0369 0.0146 -0.0530
H 1.615107 -0.432129 5.618407 0.0464 -0.0300 0.0811
O 3.922507 0.480449 -3.125986 -0.8765 3.9535 0.5421
P 2.532988 0.910316 -3.588636 -1.8555 -7.8388 -2.4947
O 1.616912 -0.168540 -2.724315 0.3383 0.9973 -0.0423
C 1.652634 -0.131963 -1.305049 -0.1632 -0.1556 0.3770
C 0.868971 1.046796 -0.761662 0.0434 0.1716 -0.0055
O 2.521357 0.148528 -5.055630 -0.0489 1.2360 0.2940
C 3.728508 -0.286697 -5.671129 0.2922 -0.3686 -0.0100
C 4.025269 -1.732015 -5.314514 -0.0984 -0.1653 0.0248
O 1.107919 1.692212 -4.126527 2.7044 1.7757 1.3848
C 0.903969 3.062144 -3.789208 -0.4190 0.4884 -0.0102
C 2.164887 3.899300 -3.870540 0.1037 -0.1452 0.0078
H 2.684688 -0.112013 -0.943284 0.0117 0.0054 -0.0667
H 1.198863 -1.059329 -0.949556 0.0352 0.0063 -0.1511
H 1.380599 1.987923 -0.992703 0.0035 0.0345 0.0472
H 0.765992 0.977905 0.322452 0.1225 -0.0533 -0.0389
H -0.126465 1.092081 -1.209883 0.0523 -0.0989 -0.0153
H 4.559563 0.370593 -5.410635 -0.0484 -0.0947 0.1334
H 3.589643 -0.203750 -6.752107 -0.1982 0.0698 0.0704
H 4.010304 -1.896165 -4.236731 0.1080 0.1849 0.0070
H 5.001922 -2.032730 -5.699822 -0.0356 0.0110 -0.0175
H 3.264469 -2.389878 -5.741334 0.0554 0.0513 -0.0513
H 0.459422 3.130244 -2.792270 0.0216 0.0179 0.0316
H 0.166941 3.455631 -4.493475 0.0064 -0.1987 -0.0272
H 2.893449 3.589459 -3.110201 -0.0409 0.0348 0.0294
H 1.936846 4.953133 -3.702864 0.0456 -0.0420 0.0027
H 2.641874 3.789602 -4.846729 -0.0797 0.0539 -0.0151

# 2
77
Properties=species:S:1:pos:R:3:forces:R:3 method="wB97M-V/def2-TZVPD" lumo_ev=-3.275 charge=+1 e_homo_ev=-11.61
C 0.279737 -1.069507 6.073881 -0.4379 -0.8027 -0.0219
C -0.758644 -1.130431 4.915529 0.2585 0.4958 0.5016
C -1.204199 0.288208 4.571025 0.1775 0.0085 -0.2130
C -1.893062 -2.045218 5.408250 0.5978 0.5207 0.2853
S -3.410154 -1.984909 4.386202 0.8910 0.3471 -0.0492
P -4.384928 -4.079158 4.511271 -1.4789 -0.8477 -0.6058
O -4.743311 -4.274105 6.050879 0.3886 -0.0542 -0.1009
O -3.043953 -4.949910 4.382253 0.1433 1.0995 0.3050
P -4.864171 -0.788874 5.353256 -1.5775 0.5284 0.4242
O -6.185052 -1.064138 4.812919 0.1674 -0.7844 -0.3776
O -4.378320 0.695893 5.113062 0.4863 -0.2298 0.3761
O -4.791419 -1.069565 6.914647 0.8034 0.3939 -0.3915
H -0.005693 -1.785402 6.850611 0.1456 0.0130 0.0802
H 0.293286 -0.093320 6.549781 0.2087 0.0907 -0.1231
H 1.265199 -1.384407 5.742406 0.1303 0.3269 -0.0129
H -0.255029 -1.574364 4.056841 -0.3218 -0.0813 -0.1781
H -0.397058 0.779213 4.028216 -0.0453 0.0309 -0.0784
H -2.096153 0.325296 3.945955 0.0641 0.0338 -0.1112
H -1.375173 0.896064 5.461141 -0.1844 -0.1444 0.0883
H -1.528634 -3.073461 5.425682 -0.3606 -0.1498 -0.0854
H -2.141568 -1.775214 6.434517 -0.3246 -0.0572 -0.0465
H -5.707936 -4.291384 6.160546 0.0411 0.0703 0.1842
H -2.510794 -4.542743 3.673936 0.3153 -0.6704 -0.1256
H -5.123595 1.303610 5.258115 0.0657 0.1056 -0.2403
H -4.346377 -0.327779 7.354526 0.0000 -0.2492 0.3480
O 0.728953 -1.528058 0.632771 1.6574 1.5878 -1.0362
P 0.984404 -2.469071 -0.473884 -2.7484 -4.3813 1.0656
O -0.358311 -2.689042 -1.313135 0.4148 0.3958 -0.1234
C -0.903758 -1.593166 -2.068657 -0.1238 0.2485 -0.2809
C -0.121248 -1.324087 -3.338760 0.1921 -0.0416 0.0796
O 1.056217 -3.924656 0.272114 0.2834 0.2344 -0.1504
C 1.213917 -4.002219 1.676874 -0.0652 -0.0840 0.1517
C -0.131100 -4.205593 2.344164 -0.4574 -0.0332 0.1729
O 2.036388 -2.874554 -1.598848 0.6523 2.2594 0.3317
C 3.444302 -2.557831 -1.424487 0.3900 -0.0510 0.0199
C 4.110591 -3.431578 -0.381310 -0.2210 -0.0312 0.1674
H -0.944346 -0.698508 -1.440538 0.0141 -0.0577 0.0647
H -1.927373 -1.872262 -2.312930 0.0183 -0.1361 0.0997
H 0.877741 -0.949006 -3.110118 -0.0257 0.0659 -0.0517
H -0.628581 -0.579258 -3.952176 -0.0263 0.0112 0.0358
H -0.000803 -2.238982 -3.917886 -0.0752 -0.0068 -0.0138
H 1.708983 -3.113061 2.068018 -0.0949 0.0745 -0.0288
H 1.866543 -4.852078 1.885044 -0.0345 -0.0426 -0.0907
H -0.842245 -3.449944 1.994771 0.1207 0.1262 0.0047
H -0.041436 -4.135346 3.434298 0.0779 -0.0530 -0.0086
H -0.547857 -5.182994 2.090513 0.0878 -0.0326 -0.0077
H 3.552833 -1.501656 -1.171689 -0.0642 0.0136 -0.0403
H 3.908686 -2.712365 -2.395460 -0.1886 -0.0366 -0.0818
H 3.783171 -3.166721 0.626029 0.0221 0.0094 -0.0026
H 5.191906 -3.304609 -0.423444 -0.0035 0.0259 -0.0516
H 3.866742 -4.480580 -0.543894 0.0521 -0.0088 -0.0717
O 2.053865 4.603691 -3.108794 -1.2963 2.3022 0.2002
P 1.160465 4.228791 -4.216395 1.8252 -4.7628 -1.8570
O 0.284887 2.952362 -3.783006 -0.2386 0.5168 0.0107
C -0.673592 3.074647 -2.728620 -0.2634 0.0694 0.1528
C -1.928144 3.803432 -3.176070 0.0625 0.0869 -0.0775
O 2.136569 3.507682 -5.295631 -0.1631 0.3598 -0.0299
C 3.555870 3.645480 -5.221921 0.2447 -0.1628 0.0628
C 4.183761 2.446821 -4.542259 -0.0675 -0.1855 0.0075
O 0.171967 4.806721 -5.334494 -0.1026 1.7971 1.5542
C 0.376884 6.149695 -5.844029 0.0714 0.2530 -0.2531
C 1.588027 6.248203 -6.749691 0.1545 -0.1573 0.1234
H -0.221627 3.574349 -1.867083 0.0790 -0.0256 -0.0409
H -0.924934 2.057519 -2.426890 0.1110 -0.0440 -0.0707
H -1.719243 4.852332 -3.390841 -0.0269 0.0020 0.0393
H -2.691148 3.762503 -2.397634 0.0223 -0.0244 0.0178
H -2.325014 3.358058 -4.087916 -0.0201 -0.0513 0.0266
H 3.832243 4.570482 -4.715888 -0.0945 -0.0318 0.1226
H 3.917391 3.720218 -6.249402 -0.1147 -0.0148 -0.0366
H 3.710015 2.250100 -3.580261 0.0266 0.1608 0.0532
H 5.250610 2.608595 -4.382155 -0.0003 0.0067 -0.0195
H 4.056469 1.552977 -5.155045 0.0208 0.0164 -0.0270
H 0.460562 6.849446 -5.010007 -0.0360 -0.0401 0.0319
H -0.525568 6.402810 -6.396395 -0.0815 -0.1697 0.0602
H 2.516065 6.172000 -6.180844 -0.0018 0.0127 -0.0063
H 1.591588 7.208243 -7.265665 -0.0563 0.0081 0.0133
H 1.584710 5.445676 -7.485892 -0.0622 0.0280 -0.0429